Formula: C45H43BrN10O7SV
Source: the Open Molecules 2025 dataset
Level of theory: wB97M-V/def2-TZVPD

ORCA input file:
```
! wB97M-V def2-TZVPD RIJCOSX def2/J DEFGRID3
* xyz 0 4
V 0.285 -0.548 0.502
C 0.590 1.476 2.753
N 0.222 1.482 1.369
C 1.012 2.475 0.572
C 1.363 1.981 -0.769
N 1.489 0.658 -1.140
C 2.076 0.742 -2.355
C 2.254 -0.304 -3.236
C 2.876 0.001 -4.399
C 3.293 1.357 -4.812
C 3.054 2.441 -3.937
C 2.408 2.063 -2.742
N 1.861 2.839 -1.688
C 1.840 0.624 2.914
N 2.198 -0.271 1.990
C 3.271 -0.894 2.580
C 4.090 -1.977 2.174
C 5.178 -2.317 2.973
C 5.399 -1.667 4.195
C 4.619 -0.594 4.646
C 3.555 -0.288 3.804
N 2.550 0.598 4.022
H 0.636 2.499 3.148
H -0.185 0.908 3.270
H -0.758 1.794 1.170
H 0.503 3.440 0.465
H 1.946 2.638 1.164
H 1.926 -1.329 -3.015
H 3.150 -0.838 -5.066
H 3.794 1.579 -5.786
H 3.367 3.438 -4.192
H 1.703 3.878 -1.651
H 3.914 -2.568 1.247
H 5.857 -3.139 2.627
H 6.251 -2.050 4.750
H 4.871 -0.158 5.613
H 2.326 1.163 4.830
Br -1.550 0.100 -2.456
C -2.487 -0.275 -0.855
C -3.905 -0.410 -1.071
C -4.606 -0.783 0.059
C -3.976 -1.057 1.269
C -2.592 -1.007 1.250
N -1.838 -0.601 0.179
C -1.753 -1.460 2.424
O -2.345 -1.812 3.433
O -0.471 -1.289 2.299
H -4.325 -0.345 -2.106
H -5.665 -0.894 -0.047
H -4.418 -1.411 2.175
C -3.478 4.137 -6.555
C -2.769 4.627 -5.350
C -3.383 5.405 -4.403
C -2.657 5.857 -3.297
C -1.305 5.577 -3.158
C -0.670 4.860 -4.196
C -1.436 4.361 -5.197
S -0.399 6.142 -1.759
O 0.952 5.685 -1.940
O -0.686 7.590 -1.684
N -0.937 5.430 -0.464
C -2.262 5.686 0.073
C -3.150 4.412 0.033
C -2.389 3.124 0.275
O -2.407 2.522 1.356
O -1.610 2.832 -0.681
H -4.557 4.143 -6.375
H -3.168 3.133 -6.896
H -3.325 4.861 -7.377
H -4.370 5.800 -4.487
H -3.250 6.579 -2.610
H 0.468 4.869 -4.135
H -0.974 3.798 -5.969
H -0.844 4.391 -0.584
H -2.681 6.546 -0.405
H -2.172 5.990 1.156
H -3.636 4.205 -0.999
H -3.919 4.610 0.745
C 1.422 -3.412 5.257
C 0.806 -4.443 4.320
C -0.544 -4.446 3.996
C -1.058 -5.268 2.999
C -0.294 -6.221 2.290
N -0.825 -7.128 1.289
C -1.722 -6.819 0.250
O -2.501 -7.671 -0.187
N -1.713 -5.540 -0.259
C -0.483 -4.791 -0.387
C 0.692 -5.279 -0.823
C 1.726 -4.400 -1.108
C 1.529 -3.099 -0.810
N 0.390 -2.567 -0.291
C -0.582 -3.449 -0.106
C 0.992 -6.272 2.772
C 1.552 -5.406 3.721
H 1.612 -2.459 4.747
H 2.411 -3.817 5.482
H 0.811 -3.261 6.145
H -1.211 -3.733 4.486
H -2.117 -5.172 2.841
H -1.058 -8.073 1.566
H -2.255 -5.486 -1.111
H 0.854 -6.352 -0.814
H 2.654 -4.681 -1.503
H 2.289 -2.344 -0.850
H -1.464 -3.026 0.350
H 1.645 -6.943 2.273
H 2.607 -5.507 3.802
*
```

Values from the calculation:
HOMO (alpha / beta)   -7.555 / -8.531 eV
Expectation value of S²   3.7573
DFT total energy   -6731.23275 Ha
Energy above the lowest of the compared OMol25 structures with the same formula, charge and spin   139.9 kJ/mol

Löwdin population analysis, charges in e, atoms 1 to 99: number 1, V, carries 0.7727; number 2, C, carries -0.1209; number 3, N, carries -0.1124; number 4, C, carries -0.0955; number 5, C, carries -0.2706; number 6, N, carries 0.0949; number 7, C, carries -0.2923; number 8, C, carries -0.0587; number 9, C, carries -0.0914; number 10, C, carries -0.0625; number 11, C, carries -0.0171; number 12, C, carries -0.1425; number 13, N, carries 0.1890; number 14, C, carries -0.2937; number 15, N, carries 0.1498; number 16, C, carries -0.2144; number 17, C, carries -0.0045; number 18, C, carries -0.1047; number 19, C, carries -0.1036; number 20, C, carries -0.0014; number 21, C, carries -0.2199; number 22, N, carries 0.1868; number 23, H, carries 0.1400; number 24, H, carries 0.1331; number 25, H, carries 0.0794; number 26, H, carries 0.1142; number 27, H, carries 0.1482; number 28, H, carries 0.1075; number 29, H, carries 0.1023; number 30, H, carries 0.1046; number 31, H, carries 0.1030; number 32, H, carries 0.1421; number 33, H, carries 0.1095; number 34, H, carries 0.1162; number 35, H, carries 0.0985; number 36, H, carries 0.1134; number 37, H, carries 0.1861; number 38, Br, carries 0.8494; number 39, C, carries -0.7166; number 40, C, carries -0.0722; number 41, C, carries -0.0439; number 42, C, carries 0.0363; number 43, C, carries -0.1540; number 44, N, carries -0.0014; number 45, C, carries -0.5855; number 46, O, carries 0.0485; number 47, O, carries -0.1270; number 48, H, carries 0.1134; number 49, H, carries 0.1060; number 50, H, carries 0.1210; number 51, C, carries -0.0498; number 52, C, carries -0.2955; number 53, C, carries -0.0364; number 54, C, carries -0.0572; number 55, C, carries -0.2678; number 56, C, carries -0.0358; number 57, C, carries -0.0584; number 58, S, carries 0.6297; number 59, O, carries -0.3232; number 60, O, carries -0.3003; number 61, N, carries -0.1502; number 62, C, carries -0.1977; number 63, C, carries -0.0840; number 64, C, carries -0.6842; number 65, O, carries -0.0038; number 66, O, carries -0.1043; number 67, H, carries 0.0785; number 68, H, carries 0.0903; number 69, H, carries 0.0950; number 70, H, carries 0.1084; number 71, H, carries 0.1478; number 72, H, carries 0.1333; number 73, H, carries 0.1102; number 74, H, carries 0.0672; number 75, H, carries 0.0876; number 76, H, carries 0.1365; number 77, H, carries 0.1421; number 78, H, carries 0.0974; number 79, C, carries -0.0181; number 80, C, carries -0.2695; number 81, C, carries -0.0314; number 82, C, carries -0.0108; number 83, C, carries -0.2376; number 84, N, carries 0.1354; number 85, C, carries -0.5294; number 86, O, carries 0.0409; number 87, N, carries 0.1445; number 88, C, carries -0.2192; number 89, C, carries 0.0140; number 90, C, carries -0.0233; number 91, C, carries -0.1223; number 92, N, carries 0.0192; number 93, C, carries -0.0393; number 94, C, carries -0.0385; number 95, C, carries -0.0483; number 96, H, carries 0.0708; number 97, H, carries 0.0725; number 98, H, carries 0.0815; number 99, H, carries 0.1095


Formula: C45H43ClGeN3O13P3SeY
Source: the Open Molecules 2025 dataset
Level of theory: wB97M-V/def2-TZVPD

ORCA input file:
```
! wB97M-V def2-TZVPD RIJCOSX def2/J DEFGRID3
* xyz 0 2
Y 1.257 -1.220 0.012
N -1.461 -4.070 1.490
C -2.801 -3.829 1.478
C -3.692 -4.918 1.539
C -5.052 -4.734 1.609
C -5.596 -3.451 1.622
C -4.741 -2.373 1.544
C -3.351 -2.529 1.453
P -2.371 -1.025 1.462
C -2.222 -0.481 3.175
C -0.986 -0.622 3.799
C -0.844 -0.271 5.135
C -1.934 0.206 5.847
C -3.173 0.333 5.230
C -3.318 -0.008 3.896
C -3.352 0.233 0.606
C -3.410 1.550 1.047
C -4.106 2.502 0.312
C -4.760 2.135 -0.852
C -4.709 0.819 -1.297
C -3.998 -0.124 -0.579
H -1.158 -4.994 1.242
H -0.828 -3.331 1.222
H -3.277 -5.920 1.547
H -5.702 -5.599 1.659
H -6.664 -3.300 1.684
H -5.160 -1.375 1.536
H -0.144 -1.002 3.236
H 0.123 -0.370 5.610
H -1.821 0.480 6.888
H -4.024 0.700 5.789
H -4.285 0.096 3.417
H -2.907 1.837 1.960
H -4.129 3.530 0.650
H -5.309 2.877 -1.419
H -5.213 0.532 -2.210
H -3.947 -1.147 -0.932
N 4.369 -4.132 -2.164
C 2.850 -4.153 -2.182
C 2.338 -5.409 -2.864
P 2.349 -3.914 -0.445
O 2.712 -5.329 0.208
O 3.262 -2.812 0.017
O 0.889 -3.574 -0.367
P 2.454 -2.549 -3.118
O 1.402 -2.999 -4.237
O 3.773 -2.226 -3.723
O 1.728 -1.597 -2.204
H 4.778 -5.058 -2.249
H 4.674 -3.677 -1.294
H 4.614 -3.476 -2.956
H 2.688 -6.303 -2.344
H 2.642 -5.447 -3.911
H 1.249 -5.410 -2.839
H 2.669 -5.305 1.175
H 0.539 -2.592 -4.078
O -0.223 0.002 0.944
N -0.938 -1.273 0.790
O 2.446 -0.269 3.950
Se 2.954 -1.324 2.551
O 4.293 -2.027 3.024
O 2.977 -0.274 1.290
O 1.650 -2.260 2.273
Cl 3.953 7.049 1.117
C 3.841 5.479 1.851
C 4.735 5.136 2.855
C 4.646 3.881 3.428
C 3.659 2.993 3.011
C 2.770 3.352 2.006
C 2.865 4.601 1.414
C 3.654 1.638 3.610
O 4.587 1.081 4.100
O 2.389 1.081 3.536
H 5.490 5.841 3.171
H 5.343 3.572 4.196
H 2.019 2.649 1.672
H 2.193 4.888 0.619
C 4.152 1.933 -4.095
C 4.196 2.093 -2.717
C 3.048 1.906 -1.961
C 1.843 1.560 -2.574
C 1.811 1.395 -3.957
C 2.959 1.586 -4.714
Ge 0.267 1.248 -1.450
C -0.303 2.978 -0.744
C -0.848 3.123 0.530
C -1.276 4.366 0.979
C -1.173 5.479 0.155
C -0.623 5.351 -1.114
C -0.183 4.110 -1.556
C -1.155 0.512 -2.595
C -1.908 1.390 -3.374
C -2.828 0.916 -4.302
C -3.025 -0.448 -4.450
C -2.305 -1.336 -3.661
C -1.375 -0.858 -2.747
H 5.049 2.070 -4.685
H 5.127 2.355 -2.229
H 3.097 2.027 -0.882
H 0.888 1.106 -4.447
H 2.925 1.455 -5.788
H -0.920 2.254 1.172
H -1.682 4.468 1.978
H -1.504 6.448 0.507
H -0.525 6.219 -1.753
H 0.272 4.026 -2.538
H -1.777 2.461 -3.260
H -3.392 1.615 -4.907
H -3.742 -0.820 -5.171
H -2.474 -2.403 -3.751
H -0.834 -1.575 -2.139
*
```

Values from the calculation:
HOMO (alpha / beta)   -7.085 / -7.778 eV
Expectation value of S²   0.7543
DFT total energy   -8884.15104 Ha
Energy above the lowest of the compared OMol25 structures with the same formula, charge and spin   416.3 kJ/mol

Löwdin population analysis, charges in e, atoms 1 to 99: number 1, Y, carries 1.3676; number 2, N, carries 0.1343; number 3, C, carries -0.2962; number 4, C, carries -0.0381; number 5, C, carries -0.0864; number 6, C, carries -0.0958; number 7, C, carries -0.1033; number 8, C, carries -0.2122; number 9, P, carries 0.9553; number 10, C, carries -0.2665; number 11, C, carries -0.0542; number 12, C, carries -0.0571; number 13, C, carries -0.0762; number 14, C, carries -0.0796; number 15, C, carries -0.0884; number 16, C, carries -0.2741; number 17, C, carries -0.0917; number 18, C, carries -0.0679; number 19, C, carries -0.0652; number 20, C, carries -0.0749; number 21, C, carries -0.0872; number 22, H, carries 0.0960; number 23, H, carries 0.0265; number 24, H, carries 0.1088; number 25, H, carries 0.1046; number 26, H, carries 0.0991; number 27, H, carries 0.1008; number 28, H, carries 0.0703; number 29, H, carries 0.1056; number 30, H, carries 0.1036; number 31, H, carries 0.1029; number 32, H, carries 0.1053; number 33, H, carries 0.1024; number 34, H, carries 0.1056; number 35, H, carries 0.1062; number 36, H, carries 0.1055; number 37, H, carries 0.1122; number 38, N, carries 0.1593; number 39, C, carries -0.4748; number 40, C, carries -0.0715; number 41, P, carries 0.2983; number 42, O, carries -0.0987; number 43, O, carries -0.3609; number 44, O, carries -0.3448; number 45, P, carries 0.3819; number 46, O, carries -0.1095; number 47, O, carries -0.2747; number 48, O, carries -0.4099; number 49, H, carries 0.1599; number 50, H, carries 0.1395; number 51, H, carries 0.1129; number 52, H, carries 0.0830; number 53, H, carries 0.0903; number 54, H, carries 0.0921; number 55, H, carries 0.1008; number 56, H, carries 0.0701; number 57, O, carries -0.5134; number 58, N, carries -0.3422; number 59, O, carries -0.2126; number 60, Se, carries 0.9700; number 61, O, carries -0.3567; number 62, O, carries -0.4799; number 63, O, carries -0.4705; number 64, Cl, carries 0.6730; number 65, C, carries -0.6544; number 66, C, carries -0.0900; number 67, C, carries 0.0004; number 68, C, carries -0.1236; number 69, C, carries 0.0027; number 70, C, carries -0.0811; number 71, C, carries -0.4301; number 72, O, carries 0.1632; number 73, O, carries -0.0358; number 74, H, carries 0.1074; number 75, H, carries 0.1267; number 76, H, carries 0.1123; number 77, H, carries 0.1016; number 78, C, carries -0.0868; number 79, C, carries -0.0795; number 80, C, carries -0.1152; number 81, C, carries -0.3315; number 82, C, carries -0.1068; number 83, C, carries -0.0823; number 84, Ge, carries 1.0688; number 85, C, carries -0.2902; number 86, C, carries -0.1340; number 87, C, carries -0.0949; number 88, C, carries -0.0902; number 89, C, carries -0.0883; number 90, C, carries -0.1177; number 91, C, carries -0.2929; number 92, C, carries -0.1081; number 93, C, carries -0.0902; number 94, C, carries -0.0930; number 95, C, carries -0.0917; number 96, C, carries -0.1367; number 97, H, carries 0.1007; number 98, H, carries 0.1035; number 99, H, carries 0.0887